Formula: C3H5O2
Source: the OMol25 dataset
Level of theory: the ωB97M-V functional and the def2-TZVPD basis

Geometry as XYZ:
```
10
Properties=species:S:1:pos:R:3:lowdin_charge:R:1
C 0.613 1.968 0.451 -0.0967
C -1.287 -1.006 -0.531 -0.0698
C -0.040 -1.448 -0.214 0.0450
O -0.124 1.235 -0.106 -0.0469
O -2.325 -0.673 -0.720 0.4288
H 0.376 2.262 1.526 0.1173
H 1.687 2.163 0.039 0.1298
H 0.133 -2.484 -0.072 0.1228
H 0.296 -0.837 0.721 0.1764
H 0.672 -1.179 -1.095 0.1933
```

Results
- F_max (eV/A) = 4.86
- ΔE to the lowest compared entry with this formula, charge and spin (kcal/mol) = 29.8
- net charge = +1
- E_HOMO (eV) = -14.67
- E_tot (a.u.) = -267.4407

***

Formula: C4H11NO2
Source: the OMol25 dataset
Level of theory: the ωB97M-V functional and the def2-TZVPD basis

Geometry as XYZ:
```
18
Properties=species:S:1:pos:R:3:lowdin_charge:R:1
C -0.501 -0.004 -0.241 -0.4839
C -1.525 0.069 0.868 -0.0563
C 1.356 -0.501 0.994 0.1059
C -0.559 -1.204 -1.156 -0.0593
N -0.140 1.110 -0.887 0.0108
O 1.907 0.674 -0.580 -0.2336
O -0.380 2.242 -0.138 -0.0283
H -0.018 2.946 -0.691 0.1093
H 2.617 0.854 -1.231 0.0183
H 0.314 -1.196 -1.805 0.0798
H -1.480 -1.195 -1.746 0.0833
H -0.557 -2.129 -0.578 0.0739
H -1.697 -0.927 1.278 0.0791
H -2.476 0.429 0.468 0.0893
H -1.237 0.743 1.672 0.0749
H 2.325 -0.920 0.765 0.0371
H 0.689 -1.301 1.300 0.0435
H 1.363 0.309 1.709 0.0563
```

Results
- F_max (eV/A) = 1.33
- ΔE to the lowest compared entry with this formula, charge and spin (kcal/mol) = 177.8
- E_HOMO (alpha / beta) (eV) = -8.43 / -8.34
- E_tot (a.u.) = -363.9849

***

Formula: CH2NO2S
Source: the OMol25 dataset
Level of theory: the ωB97M-V functional and the def2-TZVPD basis

Geometry as XYZ:
```
7
Properties=species:S:1:pos:R:3:lowdin_charge:R:1
C 0.109 0.388 0.330 -0.4284
N -0.700 1.169 0.885 -0.0456
O 0.848 -1.956 -0.782 -0.6072
O -0.985 -0.739 -1.931 -0.6115
S -0.432 -1.232 -0.614 0.5709
H 1.247 0.610 0.563 0.0800
H -0.087 1.761 1.550 0.0418
```

Results
- F_max (eV/A) = 2.61
- ΔE to the lowest compared entry with this formula, charge and spin (kcal/mol) = 36.9
- net charge = -1
- E_HOMO (eV) = -3.20
- E_tot (a.u.) = -642.7240

***

Formula: C6H9NO
Source: the OMol25 dataset
Level of theory: the ωB97M-V functional and the def2-TZVPD basis

Geometry as XYZ:
```
17
Properties=species:S:1:pos:R:3:lowdin_charge:R:1
C -1.888 -0.710 -0.017 -0.0578
C 0.062 0.544 0.946 -0.2795
C 0.677 1.558 -0.004 -0.0578
C 0.163 0.482 -1.001 -0.1752
C 1.214 -0.656 -0.695 -0.2776
C 1.216 -0.559 0.768 -0.1033
H -1.635 -1.342 -0.795 0.0583
H -1.965 -1.126 1.051 0.1223
H -2.932 -0.332 -0.127 0.0826
H -0.131 0.634 1.982 0.1315
H -0.134 2.257 -0.278 0.1138
H 1.717 2.063 0.021 0.1475
H -0.162 0.486 -2.067 0.1551
H 2.047 -0.937 -1.383 0.1571
H 1.951 -0.962 1.608 0.1803
N -0.901 0.313 0.008 -0.1548
O 0.703 -1.713 -0.019 -0.0423
```

Results
- F_max (eV/A) = 4.31
- ΔE to the lowest compared entry with this formula, charge and spin (kcal/mol) = 114.5
- E_HOMO (eV) = -8.07
- E_tot (a.u.) = -363.8418